Entry P
Density functional theory data (wB97M-V/def2-TZVPD) for a gas-phase ion, C3H10NOS (charge +1).

XYZ file:
```
16
Properties=species:S:1:pos:R:3
N 0.472 0.026 1.456
C -0.139 -0.462 -0.027
C 0.961 -0.181 -0.997
O 2.314 -0.173 -0.449
C -1.323 0.440 -0.403
S -2.409 0.434 1.115
H -0.063 -0.672 2.031
H -0.028 0.945 1.689
H 1.451 -0.077 1.249
H -0.274 -1.550 0.241
H 0.969 -1.122 -1.504
H 0.950 0.628 -1.608
H 3.073 -0.059 -1.211
H -1.598 0.160 -1.414
H -0.807 1.474 -0.610
H -3.551 0.188 0.442
```

Results
highest occupied orbital energy	-13.8	eV
HOMO-LUMO gap	10.487	eV
lowest unoccupied orbital energy	-3.336	eV
net charge	+1

Entry Q
Density functional theory data (wB97M-V/def2-TZVPD) for 4 unconnected molecules or ions with the total composition C3H10NOS.

XYZ file:
```
16
Properties=species:S:1:pos:R:3
C -1.335 -0.731 0.330
O 3.624 0.645 1.019
C -1.686 0.382 -0.644
C -1.534 1.705 -0.159
S 1.565 -1.581 0.500
N -2.051 -0.048 -1.812
H -0.679 -0.359 1.104
H -2.215 -1.221 0.797
H 3.047 -0.128 0.940
H 0.221 0.065 -0.584
H -1.474 2.564 -0.814
H -0.818 -1.517 -0.192
H 2.339 -2.626 0.183
H 4.540 0.361 1.015
H -1.319 1.881 0.895
H -2.226 0.608 -2.579
```

Results
highest occupied orbital energy	-13.6	eV
HOMO-LUMO gap	4.428	eV
lowest unoccupied orbital energy	-9.192	eV
net charge	+1

Which of them is the most stable? Correct choice: entry P.

Entry P
Density functional theory data (wB97M-V/def2-TZVPD) for C2H2FN in the gas phase.

XYZ file:
```
6
Properties=species:S:1:pos:R:3
F 0.196 -0.737 -1.940
N -0.264 -0.814 -0.535
C -0.468 0.773 0.349
C 0.460 -0.146 0.495
H -1.248 1.449 0.620
H 1.324 -0.525 1.011
```

Results
highest occupied orbital energy	-10.1	eV
HOMO-LUMO gap	10.276	eV
lowest unoccupied orbital energy	0.216	eV
net charge	0

Entry Q
Density functional theory data (wB97M-V/def2-TZVPD) for a molecular structure, C2H2FN.

XYZ file:
```
6
Properties=species:S:1:pos:R:3
C 0.416 1.009 1.221
C -0.084 -1.160 -0.867
N 0.008 0.418 0.318
F -0.184 -0.426 -1.948
H 0.882 1.720 1.971
H -1.038 -1.560 -0.696
```

Results
highest occupied orbital energy	-8.0	eV
HOMO-LUMO gap	8.651	eV
lowest unoccupied orbital energy	0.693	eV
net charge	0

Which of them is the most stable? Correct choice: entry Q.

Entry P
Density functional theory data (wB97M-V/def2-TZVPD) for a gas-phase ion, C6H17N4 (charge +1).

XYZ file:
```
27
Properties=species:S:1:pos:R:3
C -1.599 -1.799 0.639
N -1.055 -0.511 1.035
C -1.158 0.678 0.157
N -1.799 1.689 0.921
C -1.716 0.636 -1.259
C -0.332 0.491 -1.844
N 0.252 0.822 -0.491
N 1.289 0.052 0.157
C 2.305 -0.756 -0.587
C 1.946 0.932 1.176
H -0.961 -2.109 -0.152
H -1.324 -2.553 1.386
H -2.703 -1.900 0.337
H -1.434 -0.383 1.970
H -1.760 1.708 1.937
H -2.193 2.531 0.594
H -2.200 1.520 -1.648
H -2.359 -0.069 -1.608
H 0.111 -0.537 -2.077
H 0.120 1.310 -2.411
H 0.443 -0.567 0.720
H 2.496 -0.148 -1.422
H 3.148 -1.000 -0.037
H 1.811 -1.669 -0.755
H 2.660 1.733 0.685
H 1.221 1.395 1.677
H 2.433 0.363 1.830
```

Results
highest occupied orbital energy	-13.0	eV
HOMO-LUMO gap	10.544	eV
lowest unoccupied orbital energy	-2.436	eV
net charge	+1

Entry Q
Density functional theory data (wB97M-V/def2-TZVPD) for 2 unconnected molecules or ions with the total composition C6H17N4.

XYZ file:
```
27
Properties=species:S:1:pos:R:3
C -1.682 2.268 -0.379
C -1.585 1.586 1.017
C -2.128 0.841 -1.072
C -1.965 0.197 0.370
C -0.082 -2.914 -0.618
C -1.090 -1.937 -0.285
N 3.763 0.665 -0.276
N 1.578 0.420 0.368
N -0.907 -0.728 0.231
N 2.839 -0.323 0.048
H -2.473 3.057 -0.376
H -0.760 2.644 -0.826
H -0.645 1.648 1.452
H -2.310 1.896 1.687
H -3.054 1.011 -1.384
H -1.370 0.356 -1.751
H -2.870 -0.382 0.649
H 0.749 -2.371 -0.786
H -0.436 -3.552 -1.382
H 0.336 -3.540 0.116
H -2.101 -2.193 -0.550
H 4.723 0.371 -0.135
H 0.081 -0.265 0.346
H 1.422 1.102 -0.372
H 1.775 1.031 1.251
H 3.142 -0.730 0.915
H 3.661 0.985 -1.293
```

Results
highest occupied orbital energy	-12.1	eV
HOMO-LUMO gap	8.179	eV
lowest unoccupied orbital energy	-3.887	eV
net charge	+1

Which of them is the most stable? Correct choice: entry P.